C25H21FO4 | ωB97M-V with the def2-TZVPD basis set

Values from the calculation:
SMILES string: CC1(C)OC(=O)C(c2ccccc2)([C@H](c2ccccc2)c2ccc(F)cc2)C(=O)O1
DFT total energy: -37172.121 eV
2S+1: 1
Gap between HOMO and LUMO: 9.4585 eV
E_LUMO: 0.019 Ha

Last column: Mulliken charge in e.
Element x y z (Å)
F  4.942432  1.717852  2.251970  -0.333
C  3.613994  1.362876  2.190603  0.287
C  3.301577  0.021790  2.351378  -0.687
C  2.002389  -0.374073  2.044745  -0.245
C  1.098933  0.551088  1.499118  0.081
C  -0.241416  -0.018156  1.020514  0.260
C  -1.512082  0.798278  1.341766  0.310
C  -2.731877  0.093661  1.281641  -0.365
C  -3.933211  0.704167  1.652574  -0.751
C  -3.941981  2.052781  2.031790  -0.612
C  -2.729131  2.743315  2.160714  -0.783
C  -1.511359  2.095880  1.872848  -0.587
C  1.452817  1.871236  1.273057  -0.457
C  2.706724  2.305462  1.706937  -1.416
H  4.040380  -0.720912  2.655030  0.466
H  1.642371  -1.361612  2.380731  0.317
H  -0.392332  -1.016828  1.514268  0.803
H  -2.731516  -0.993105  1.199656  0.344
H  -4.860676  0.131653  1.615325  0.406
H  -4.880468  2.596797  2.151078  0.369
H  -2.689206  3.785339  2.503853  0.399
H  -0.594258  2.544338  2.272964  0.639
H  0.696053  2.613176  1.015928  0.834
H  2.975364  3.360403  1.596530  0.382
C  -1.004605  -0.607293  -3.756595  -1.495
C  -1.652327  0.276032  -2.703955  1.589
C  -2.775168  1.102892  -3.261355  -1.782
O  -2.215426  -0.492224  -1.614070  -0.265
C  -1.340513  -1.187532  -0.843040  -0.840
O  -1.751428  -2.220096  -0.306541  -0.589
C  -0.053327  -0.431236  -0.363628  4.002
C  1.061904  -1.497227  -0.579979  -0.591
C  2.380276  -1.166637  -0.952470  -0.449
C  3.471435  -1.996016  -0.629991  -0.830
C  3.269280  -3.226759  -0.030857  -0.442
C  1.969561  -3.658946  0.190052  -0.860
C  0.879558  -2.829425  -0.130051  -0.447
C  0.301373  0.713183  -1.371241  -0.088
O  1.338775  1.353901  -1.354601  -0.554
O  -0.742483  1.210470  -2.083214  -0.370
H  -0.200339  -1.233933  -3.385386  0.210
H  -1.787705  -1.235808  -4.183198  0.435
H  -0.630002  0.041250  -4.548490  0.433
H  -3.174863  1.698151  -2.442993  0.446
H  -2.392687  1.747791  -4.048957  0.390
H  -3.549080  0.461232  -3.676728  0.388
H  2.592721  -0.275987  -1.537155  0.411
H  4.492860  -1.659707  -0.833306  0.390
H  4.111711  -3.835434  0.281660  0.407
H  1.793073  -4.640939  0.639129  0.385
H  -0.116098  -3.275099  -0.058083  0.454

Forces on the atoms, in the same order (eV/Å):
-0.9 0.0 0.5
0.8 0.0 -1.3
-0.2 0.0 0.0
-0.3 0.6 0.8
-0.7 -1.1 0.2
0.2 0.2 3.3
0.0 -0.4 0.3
-0.3 0.4 1.2
0.3 0.4 -0.3
0.3 0.4 -0.6
0.1 -0.4 -0.1
-0.5 -0.1 0.6
0.4 0.4 1.6
0.1 0.0 -0.2
-0.1 0.4 0.1
0.3 0.4 -0.7
0.2 0.9 0.0
0.0 0.4 -0.5
0.2 0.2 0.1
0.2 -0.3 0.3
-0.2 -0.5 -0.1
-0.5 -0.1 -0.7
0.7 -0.4 -0.6
0.1 -0.5 0.1
-0.3 0.3 0.0
0.0 0.2 1.2
0.0 0.1 0.1
0.6 -0.8 -1.0
-2.0 -0.8 1.9
0.9 2.3 -1.6
0.2 -2.1 -6.1
1.2 -1.0 1.0
0.4 -0.3 -0.1
-0.3 0.2 -0.5
0.0 0.1 0.4
-0.5 0.3 -0.3
0.3 -0.5 0.2
0.4 2.0 1.3
-1.8 -1.2 -0.3
0.3 -0.5 -1.1
0.2 -0.1 0.2
0.1 -0.1 0.1
0.1 -0.1 0.0
-0.1 0.1 -0.1
0.0 0.1 0.0
0.0 0.0 0.1
0.0 0.0 0.7
-0.5 -0.1 -0.1
-0.1 0.0 -0.1
-0.1 0.3 -0.3
0.6 0.5 0.4